[1]
# C16H20FN3O2

A molecular structure, C16H20FN3O2 in a non-equilibrium geometry (wB97M-V/def2-TZVPD, OMol25).

Calculated total energy (eV): -28182.2884
Lowest unoccupied orbital energy (eV): 0.415
HOMO-LUMO gap (eV): 8.71

```
! wB97M-V def2-TZVPD RIJCOSX def2/J DEFGRID3
* xyz 0 1
F -3.90 -3.76 0.22
O 4.25 2.80 -1.85
O -0.80 0.37 -1.54
N -1.49 -0.88 -1.51
N 1.74 1.95 -0.46
N -0.28 -0.28 0.62
C -3.52 -3.21 1.23
C -2.06 -1.64 2.70
C -0.91 -1.25 -0.19
C -4.39 -2.17 3.23
C 4.88 3.99 0.17
C -3.07 -1.66 3.55
C 2.40 2.99 -0.05
C -1.34 -2.49 0.25
C 0.31 2.13 -0.18
C 3.70 1.59 -2.06
C -2.14 -2.55 1.31
C -0.13 0.68 -0.33
C 3.75 1.56 -3.74
C 3.92 2.81 -0.25
C -4.34 -3.14 2.31
C 1.91 1.96 -1.80
H 2.26 3.29 1.02
H 3.27 0.61 -4.04
H -1.18 -1.26 2.46
H 4.82 4.11 1.35
H 1.66 2.60 -2.55
H 6.17 3.79 -0.15
H 3.53 2.30 -4.39
H -5.48 -3.58 2.12
H -4.92 -2.25 4.31
H 4.68 4.92 -0.51
H 0.29 2.14 0.74
H 4.38 1.96 0.18
H 3.76 0.84 -1.51
H -0.11 2.84 -0.71
H 4.86 1.45 -3.89
H -1.69 -3.12 -0.42
H -2.64 -1.03 4.46
H 1.56 0.94 -2.21
H 2.38 3.84 -0.45
H -0.41 -3.07 0.66
*
```

These are the natural (NBO) partial charges, in e, on atoms 1 to 4: -0.2789 -0.5374 -0.3350 -0.1199

[2]
# C3H8N3S

A gas-phase ion, C3H8N3S (charge +1) in a non-equilibrium geometry (wB97M-V/def2-TZVPD, OMol25).

Calculated total energy (eV): -18537.2211
Lowest unoccupied orbital energy (eV): -5.490
SMILES string: C[N@@H+]1N=C(N)CS1
HOMO-LUMO gap (eV): 8.54

```
! wB97M-V def2-TZVPD RIJCOSX def2/J DEFGRID3
* xyz 1 1
S -1.20 -1.57 0.37
N -0.97 0.59 0.52
N 2.37 -0.41 0.33
N 0.37 0.73 0.27
C -1.88 1.46 -0.21
C 1.08 -0.33 0.12
C 0.38 -1.55 -0.48
H -1.42 2.45 0.10
H 1.05 -2.39 -0.32
H 2.92 -1.19 -0.18
H 2.83 0.45 0.69
H -1.11 0.44 1.50
H -1.73 1.24 -1.24
H -3.01 1.42 0.08
H 0.33 -1.32 -1.56
*
```

These are the natural (NBO) partial charges, in e, on atoms 1 to 4: 0.3042 -0.2263 -0.7325 -0.3581

[3]
# C4H5NO

A single C4H5NO molecule (wB97M-V/def2-TZVPD, OMol25).

Calculated total energy (eV): -7763.4967
Lowest unoccupied orbital energy (eV): 0.773
HOMO-LUMO gap (eV): 8.91

```
! wB97M-V def2-TZVPD RIJCOSX def2/J DEFGRID3
* xyz 0 1
O 0.55 -0.75 -1.78
N 1.06 0.53 0.99
C 2.04 1.25 1.16
C -0.06 -0.07 0.98
C -0.60 -0.68 -1.43
C -1.04 0.02 -0.15
H -1.24 1.07 -0.44
H -1.41 -1.08 -2.08
H 2.98 0.83 0.79
H -2.01 -0.39 0.16
H -0.26 -0.73 1.82
*
```

These are the natural (NBO) partial charges, in e, on atoms 1 to 4: -0.5068 -0.2860 -0.0243 -0.0456